#one
A molecular structure, C3H6O2. Source: OMol25; level of theory: the ωB97M-V functional and the def2-TZVPD basis.

Structure (XYZ):
```
11
C3H6O2 the ωB97M-V functional and the def2-TZVPD basis
O -1.06146 0.88061 -1.46011
C -0.89230 0.67132 0.46322
C 0.33429 0.04987 0.15598
C 1.39977 -0.81755 0.60647
O 0.32490 -1.35267 -0.15253
H -1.18834 -0.05738 -1.70519
H -0.88868 1.71388 0.77673
H -1.83446 0.14520 0.61660
H 0.06427 0.73455 -1.05457
H 1.45339 -1.20190 1.62250
H 2.34892 -0.73656 0.07652
```

Output
LUMO energy   0.41 eV
HOMO energy   -8.2 eV
HOMO-LUMO gap   8.6208 eV

The Löwdin scheme yields these atomic charges, measured in e:
1 O -0.1361
2 C 0.0762
3 C -0.3683
4 C -0.1119
5 O -0.0624
6 H 0.0568
7 H 0.1062
8 H 0.1031
9 H 0.1167
10 H 0.1104
11 H 0.1093

***

#two
A single C3H6O2 molecule. Source: OMol25; level of theory: the ωB97M-V functional and the def2-TZVPD basis.

Structure (XYZ):
```
11
C3H6O2 the ωB97M-V functional and the def2-TZVPD basis
C -1.00818 -0.96569 0.78659
C -0.35617 0.14980 1.13922
O 0.20202 1.11408 0.35240
C 0.47882 0.80370 -1.00674
O 1.68791 0.07040 -1.10960
H -1.22047 -1.23927 -0.23851
H -1.38748 -1.63113 1.55657
H -0.21469 0.42033 2.18055
H -0.33489 0.27480 -1.51350
H 0.62501 1.74923 -1.53752
H 1.52811 -0.74626 -0.60946
```

Output
LUMO energy   0.96 eV
HOMO energy   -9.4 eV
HOMO-LUMO gap   10.3629 eV
SMILES   C=COCO

The Löwdin scheme yields these atomic charges, measured in e:
1 C 0.0129
2 C -0.2223
3 O -0.0665
4 C -0.2621
5 O -0.0210
6 H 0.0507
7 H 0.0536
8 H 0.1159
9 H 0.1182
10 H 0.1338
11 H 0.0869

***

#three
2 unconnected molecules or ions with the total composition C3H6O2. Source: OMol25; level of theory: the ωB97M-V functional and the def2-TZVPD basis.

Structure (XYZ):
```
11
C3H6O2 the ωB97M-V functional and the def2-TZVPD basis
O -1.64028 1.28416 0.24158
C -1.46616 0.05850 0.64440
C -0.52563 -0.62291 -0.27578
C 0.52535 0.06846 -0.81424
O 2.61608 -0.65132 0.00620
H -2.38724 -0.56800 0.46671
H -1.21204 -0.07610 1.71241
H -0.62658 -1.67912 -0.47233
H 0.73792 1.09767 -0.59023
H 1.30924 -0.50094 -1.29915
H 3.35740 -0.67191 0.62996
```

Output
LUMO energy   -4.31 eV
HOMO energy   -8.9 eV
HOMO-LUMO gap   4.5963 eV

The Löwdin scheme yields these atomic charges, measured in e:
1 O -0.0136
2 C -0.4036
3 C -0.0064
4 C 0.1217
5 O -0.2592
6 H 0.1844
7 H 0.1440
8 H 0.1215
9 H 0.0929
10 H 0.0572
11 H -0.0389

***

Least stable structure: #three

***

#one
2 unconnected molecules or ions with the total composition C3H6O2. Source: OMol25; level of theory: the ωB97M-V functional and the def2-TZVPD basis.

Structure (XYZ):
```
11
C3H6O2 the ωB97M-V functional and the def2-TZVPD basis
C 2.12557 0.80038 -0.10066
C 1.92278 -0.32932 0.54189
C -1.75384 -0.02756 -0.64017
O -3.03815 -0.57718 -0.70211
O -1.47616 0.20152 0.54383
H 2.74920 0.92337 -0.92593
H 1.39464 1.58333 0.06601
H 1.24610 -0.37742 1.33289
H 2.36783 -1.29421 0.43420
H -3.39483 -0.71745 -1.58973
H -2.14314 -0.18547 1.03979
```

Output
LUMO energy   0.77 eV
HOMO energy   -9.3 eV
HOMO-LUMO gap   10.0739 eV

The Löwdin scheme yields these atomic charges, measured in e:
1 C -0.0596
2 C -0.0769
3 C -0.2231
4 O -0.0262
5 O 0.0952
6 H 0.0247
7 H 0.0503
8 H 0.0149
9 H 0.0413
10 H 0.0888
11 H 0.0705

***

#two
A molecular structure, C3H6O2. Source: OMol25; level of theory: the ωB97M-V functional and the def2-TZVPD basis.

Structure (XYZ):
```
11
C3H6O2 the ωB97M-V functional and the def2-TZVPD basis
O 1.51527 -0.86014 0.52603
C 0.22314 -0.32750 0.55150
C -0.03502 1.10951 0.09118
O -1.20522 0.69684 -0.63626
C -0.82158 -0.68402 -0.51998
H 2.04131 -0.40375 -0.14323
H -0.16282 -0.52416 1.55318
H -0.22511 1.85906 0.86347
H 0.69643 1.51214 -0.63784
H -1.69258 -1.28047 -0.23004
H -0.33383 -1.09752 -1.41802
```

Output
LUMO energy   0.93 eV
HOMO energy   -9.9 eV
HOMO-LUMO gap   10.8124 eV

The Löwdin scheme yields these atomic charges, measured in e:
1 O -0.0117
2 C -0.3406
3 C -0.1358
4 O -0.1142
5 C -0.1306
6 H 0.0941
7 H 0.1490
8 H 0.1188
9 H 0.1266
10 H 0.1195
11 H 0.1249

***

Least stable structure: #one

***

#one
A molecular structure, C3H6O2. Source: OMol25; level of theory: the ωB97M-V functional and the def2-TZVPD basis.

Structure (XYZ):
```
11
C3H6O2 the ωB97M-V functional and the def2-TZVPD basis
C -0.42301 -1.21368 -0.38478
C -0.22851 -0.64574 0.96051
C 0.46370 1.38342 -0.01700
H -0.92762 -2.11172 -0.13510
H -0.93951 -0.51354 -1.10780
H 0.77940 -1.20948 -1.09851
H 0.81877 1.12453 -1.05638
H -0.40534 1.51089 -0.22116
H 0.87408 2.32404 -0.00594
O -0.55589 -1.16076 2.01914
O 0.54393 0.51204 1.04701
```

Output
LUMO energy   0.56 eV
HOMO energy   -10.6 eV
HOMO-LUMO gap   11.2074 eV

The Löwdin scheme yields these atomic charges, measured in e:
1 C -0.0073
2 C -0.5169
3 C -0.1205
4 H 0.0634
5 H 0.0878
6 H 0.2160
7 H 0.1158
8 H -0.0111
9 H 0.0807
10 O 0.1040
11 O -0.0119

***

#two
A single C3H6O2 molecule. Source: OMol25; level of theory: the ωB97M-V functional and the def2-TZVPD basis.

Structure (XYZ):
```
11
C3H6O2 the ωB97M-V functional and the def2-TZVPD basis
O 1.61625 1.21044 0.75715
C 1.30761 0.55104 -0.20858
C 0.45744 -0.69374 -0.10871
C -0.96607 -0.32376 0.32637
O -1.55669 0.63604 -0.52963
H 1.62197 0.85982 -1.22815
H 0.44646 -1.21320 -1.07170
H 0.89772 -1.35627 0.64676
H -1.59822 -1.21549 0.28137
H -0.94531 0.03333 1.36503
H -1.28117 1.51180 -0.22992
```

Output
LUMO energy   0.82 eV
HOMO energy   -10.0 eV
HOMO-LUMO gap   10.8500 eV
SMILES   O=CCCO

The Löwdin scheme yields these atomic charges, measured in e:
1 O 0.0498
2 C -0.2677
3 C -0.1442
4 C -0.2665
5 O -0.0640
6 H 0.1244
7 H 0.1124
8 H 0.1245
9 H 0.1182
10 H 0.1229
11 H 0.0903

***

Least stable structure: #one

***

#one
A single C3H6O2 molecule. Source: OMol25; level of theory: the ωB97M-V functional and the def2-TZVPD basis.

Structure (XYZ):
```
11
C3H6O2 the ωB97M-V functional and the def2-TZVPD basis
C -0.54080 -0.39420 -1.14405
O 0.38109 -1.09563 -0.31784
C 0.95194 -0.21013 0.61941
C -0.20128 0.69004 1.02874
O -0.26725 1.88005 0.83406
H -0.76339 0.61641 -0.76587
H -1.45525 -0.98566 -1.20082
H -0.12061 -0.19638 -2.12273
H 1.31350 -0.78878 1.47631
H 1.77503 0.38391 0.20008
H -1.07299 0.10039 1.39270
```

Output
LUMO energy   0.80 eV
HOMO energy   -9.9 eV
HOMO-LUMO gap   10.7474 eV
SMILES   COCC=O

The Löwdin scheme yields these atomic charges, measured in e:
1 C -0.1022
2 O -0.1605
3 C -0.1799
4 C -0.2828
5 O 0.0511
6 H 0.0719
7 H 0.1016
8 H 0.0928
9 H 0.1304
10 H 0.1328
11 H 0.1446

***

#two
A single C3H6O2 molecule. Source: OMol25; level of theory: the ωB97M-V functional and the def2-TZVPD basis.

Structure (XYZ):
```
11
C3H6O2 the ωB97M-V functional and the def2-TZVPD basis
C -1.00336 0.55243 -0.30257
C 0.38837 0.41350 0.37580
O 1.45325 0.66769 -0.49761
C 0.55117 -1.14625 0.68334
O 1.19353 -1.72504 -0.16714
H -1.60902 0.22082 0.44684
H -0.95719 -0.10727 -1.11240
H -1.23223 1.46330 -0.74008
H 0.50767 0.82605 1.42603
H 0.91033 0.58214 -1.37450
H -0.20254 -1.74737 1.26230
```

Output
LUMO energy   0.87 eV
HOMO energy   -9.6 eV
HOMO-LUMO gap   10.4300 eV
SMILES   C[C@H](O)C=O

The Löwdin scheme yields these atomic charges, measured in e:
1 C -0.0217
2 C -0.3994
3 O -0.0549
4 C -0.1846
5 O 0.0405
6 H 0.0536
7 H 0.0715
8 H 0.0677
9 H 0.1524
10 H 0.1441
11 H 0.1308

***

Least stable structure: #two

***

#one
A single C3H6O2 molecule. Source: OMol25; level of theory: the ωB97M-V functional and the def2-TZVPD basis.

Structure (XYZ):
```
11
C3H6O2 the ωB97M-V functional and the def2-TZVPD basis
O -1.67877 -0.49913 -0.30683
C -0.99527 0.70590 -0.05624
C 0.43553 0.43108 0.34711
C 1.56889 -1.49552 -0.44723
O 0.96962 -0.37269 -0.74233
H -1.21627 -0.96684 -1.01654
H -1.01706 1.38102 -0.92140
H -1.49845 1.18167 0.78738
H 1.04740 1.31798 0.54471
H 0.43867 -0.24436 1.19527
H 1.91004 -1.32030 0.61295
```

Output
LUMO energy   0.48 eV
HOMO energy   -8.9 eV
HOMO-LUMO gap   9.3979 eV

The Löwdin scheme yields these atomic charges, measured in e:
1 O -0.0496
2 C -0.2467
3 C -0.1627
4 C 0.0662
5 O -0.2012
6 H 0.0887
7 H 0.1256
8 H 0.1268
9 H 0.1347
10 H 0.1091
11 H 0.0090

***

#two
A single C3H6O2 molecule. Source: OMol25; level of theory: the ωB97M-V functional and the def2-TZVPD basis.

Structure (XYZ):
```
11
C3H6O2 the ωB97M-V functional and the def2-TZVPD basis
O -1.70361 0.54600 -1.13863
C -0.99616 0.56882 0.08716
C 0.41875 0.13136 -0.16308
C 1.21750 -0.72522 0.71350
O 0.58513 -1.25709 -0.43900
H -1.09474 0.19748 -1.80361
H -1.00875 1.59307 0.48521
H -1.47826 -0.09038 0.82207
H 0.93370 0.77649 -0.88729
H 0.82265 -1.08197 1.66532
H 2.30379 -0.65856 0.65836
```

Output
LUMO energy   1.07 eV
HOMO energy   -10.6 eV
HOMO-LUMO gap   11.6313 eV
SMILES   OC[C@H]1CO1

The Löwdin scheme yields these atomic charges, measured in e:
1 O -0.0532
2 C -0.2191
3 C -0.2981
4 C -0.1092
5 O -0.0379
6 H 0.0852
7 H 0.1244
8 H 0.1277
9 H 0.1513
10 H 0.1172
11 H 0.1116

***

Least stable structure: #one

***

#one
A single C2H5N3O2S molecule. Source: OMol25; level of theory: the ωB97M-V functional and the def2-TZVPD basis.

Structure (XYZ):
```
13
C2H5N3O2S the ωB97M-V functional and the def2-TZVPD basis
H -1.43675 -1.29161 -2.06950
N -1.21467 -0.75686 -1.26456
N -1.46847 -1.14911 -0.13279
O -1.98617 -2.11260 0.27586
O -1.13848 -0.24766 0.89518
C -0.37531 0.73819 0.34678
S -1.36702 2.09517 -0.16795
N 0.84612 0.80879 0.20815
C 1.94911 -0.03962 0.60974
H -0.28431 2.83635 -0.72807
H 2.81135 0.50288 0.41587
H 1.94047 -0.86502 -0.01125
H 1.72414 -0.51892 1.62253
```

Output
LUMO energy   0.65 eV
HOMO energy   -9.2 eV
HOMO-LUMO gap   9.8059 eV
SMILES   [H]/N=[N+](\[O-])O/C(S)=N\C

The Löwdin scheme yields these atomic charges, measured in e:
1 H 0.1025
2 N 0.1758
3 N -0.4130
4 O 0.1075
5 O 0.0109
6 C -0.8595
7 S 0.7948
8 N -0.0056
9 C -0.0753
10 H -0.0571
11 H 0.0523
12 H 0.0483
13 H 0.1185

***

#two
A molecular structure, C2H5N3O2S. Source: OMol25; level of theory: the ωB97M-V functional and the def2-TZVPD basis.

Structure (XYZ):
```
13
C2H5N3O2S the ωB97M-V functional and the def2-TZVPD basis
C 1.09183 -1.58762 -0.91221
C -0.44111 1.70880 0.89154
N 1.85771 -0.48908 -0.68111
N 1.32577 0.49193 -0.10834
N 0.18459 0.46916 0.37412
O -1.72398 -0.05797 -1.05761
O -1.54694 -1.49000 0.95444
S -0.90601 -0.82025 -0.14486
H 0.66706 -1.77459 -1.85909
H 1.07673 -2.33757 -0.16861
H -0.64692 2.14254 -0.14077
H -1.21566 1.36389 1.47262
H 0.27691 2.38077 1.37987
```

Output
LUMO energy   -0.33 eV
HOMO energy   -9.4 eV
HOMO-LUMO gap   9.1083 eV

The Löwdin scheme yields these atomic charges, measured in e:
1 C -0.0597
2 C -0.0116
3 N -0.0482
4 N -0.0438
5 N -0.3124
6 O -0.3447
7 O -0.3369
8 S 0.7480
9 H 0.0721
10 H 0.0735
11 H 0.1142
12 H 0.0527
13 H 0.0968

***

#three
A single C2H5N3O2S molecule. Source: OMol25; level of theory: the ωB97M-V functional and the def2-TZVPD basis.

Structure (XYZ):
```
13
C2H5N3O2S the ωB97M-V functional and the def2-TZVPD basis
C -0.64068 -2.06614 0.13899
C 1.12181 1.74121 -0.24566
N 0.72308 -1.76425 0.15225
N 1.11358 -0.58361 0.04489
N 0.39518 0.52186 -0.05124
O -1.94397 1.25969 0.88263
O -1.48018 -1.00252 -0.44281
S -1.35987 0.65474 -0.31507
H -0.79537 -2.90134 -0.35606
H -0.86918 -2.07073 1.26041
H 0.36733 2.68225 -0.06781
H 2.05929 1.71780 0.34522
H 1.30898 1.81104 -1.34574
```

Output
LUMO energy   0.70 eV
HOMO energy   -9.3 eV
HOMO-LUMO gap   10.0234 eV

The Löwdin scheme yields these atomic charges, measured in e:
1 C -0.2125
2 C -0.1195
3 N 0.0019
4 N -0.0169
5 N -0.3751
6 O -0.4241
7 O -0.3675
8 S 0.9909
9 H 0.0674
10 H 0.1555
11 H 0.1292
12 H 0.0902
13 H 0.0805

***

Least stable structure: #one